This record from OMol25 describes a structure of composition C11H32NOPSi2 at a distorted geometry. The level of theory is ωB97M-V with the def2-TZVPD basis set.

Geometry (Å):
C  4.23  -0.56  -3.29
Si  -2.11  0.07  4.24
H  1.54  0.69  -1.97
H  -3.91  -1.65  4.46
C  -2.09  0.28  6.12
H  -3.23  -1.68  2.84
H  0.04  1.47  -2.38
Si  -0.10  -0.03  2.03
H  2.47  -0.41  -4.69
C  0.26  -0.62  -3.07
H  2.28  -0.70  2.41
H  -3.45  1.28  2.51
H  3.41  -1.02  -2.72
H  2.08  -0.01  0.79
H  2.91  1.05  -5.56
C  0.81  0.81  -2.78
N  -0.50  0.12  3.67
P  -0.27  -0.92  -4.81
H  -1.68  -1.76  1.13
H  2.14  1.06  2.21
H  -0.64  -0.75  -2.45
H  0.50  -0.25  -5.79
H  -0.09  -2.31  -5.07
H  -2.69  2.41  3.64
H  0.85  1.84  -4.72
H  4.49  -1.23  -4.12
H  1.01  -1.37  -2.82
C  1.56  1.48  -3.96
H  -0.65  2.31  1.39
H  5.09  -0.51  -2.62
C  -2.97  -1.58  3.89
C  -3.20  1.45  3.55
H  -1.64  -0.68  -5.05
H  -3.11  0.25  6.52
H  2.02  2.39  -3.55
H  -4.14  1.51  4.11
C  -0.83  1.33  0.94
H  -0.37  1.32  -0.06
H  -1.64  1.24  6.39
H  -0.12  -1.84  0.30
H  -1.90  1.20  0.81
C  -0.60  -1.70  1.28
H  -1.51  -0.52  6.59
H  -2.34  -2.41  4.18
H  -0.29  -2.52  1.93
C  1.78  0.09  1.85
C  2.71  0.65  -4.55
O  3.88  0.74  -3.76

Values from the calculation:
* spin multiplicity: 1
* calculated total energy: -1488.53435 a.u.
* relative energy (zero: lowest compared OMol25 entry of this formula, charge and spin): 0.593 eV

This record from OMol25 describes the molecule C3H4S2 at a distorted geometry. The level of theory is ωB97M-V with the def2-TZVPD basis set.

Geometry (Å):
H  1.73  0.46  0.48
H  -0.25  -1.65  -0.98
C  -0.35  -0.16  0.73
C  -0.58  -0.70  -0.83
S  -0.44  -0.84  2.08
H  0.68  1.87  0.74
S  0.22  0.73  -1.48
H  -1.69  -0.57  -1.00
C  0.68  0.85  0.27

Values from the calculation:
* SMILES string: S=C1CSC1
* spin multiplicity: 1
* calculated total energy: -913.00253 a.u.
* relative energy (zero: lowest compared OMol25 entry of this formula, charge and spin): 1.577 eV

This record from OMol25 describes a structure of composition C50H61CaN10S2 at a distorted geometry. The level of theory is ωB97M-V with the def2-TZVPD basis set.

Geometry (Å):
C  3.25  -4.10  -0.51
C  -0.68  -3.97  -4.38
H  1.42  4.09  -1.97
C  -0.76  3.02  -0.32
H  -4.61  4.36  -0.62
H  0.44  -4.60  -6.09
C  1.25  3.18  -2.53
H  4.75  -2.31  1.34
N  -4.18  -2.18  2.24
C  1.92  -2.47  0.77
S  1.28  0.10  1.42
C  -2.95  2.34  -0.38
C  1.98  -1.40  1.75
H  -5.80  -2.69  4.04
C  3.94  0.15  4.06
H  7.47  -2.10  -3.15
C  5.01  2.28  3.70
H  0.16  3.48  -0.03
N  0.18  -0.96  -2.39
H  -2.71  3.58  3.82
C  -5.03  3.64  0.09
C  -4.46  2.24  -0.20
N  -2.24  -0.96  1.73
H  -1.36  -4.81  -4.44
H  -3.87  3.15  2.60
C  -0.77  4.46  -3.18
C  -5.16  1.78  -1.50
C  5.15  -0.34  4.54
H  -2.03  5.60  2.61
C  -3.34  -1.48  -2.22
H  -0.60  5.14  -2.35
H  -1.45  5.53  0.95
C  -4.04  -1.82  3.53
C  6.20  1.78  4.20
C  -2.36  2.09  -1.63
H  -4.27  1.30  1.77
C  -4.29  -2.42  -2.60
C  5.46  -1.76  -2.49
H  4.95  3.32  3.39
C  -1.91  2.92  0.47
C  2.70  -0.71  4.00
H  -2.88  1.79  -2.52
H  -3.15  5.27  1.30
H  4.21  -2.74  3.72
H  -0.38  1.11  -3.85
H  7.19  0.06  5.00
H  -1.84  4.44  -3.38
C  -0.50  2.17  -4.08
H  -0.26  4.85  -4.06
N  -4.98  -2.22  4.39
H  -0.48  3.72  3.50
C  4.38  -2.28  -1.80
N  1.89  -0.86  -3.80
C  -2.13  -0.72  3.06
C  -3.56  -2.02  -0.02
N  -2.97  -1.29  -0.96
C  -4.87  -3.22  -1.62
H  2.77  -3.68  3.25
C  -0.85  -3.05  -3.37
H  1.83  3.23  -3.46
C  6.70  -3.78  -2.07
H  1.67  0.50  -2.18
H  -1.51  2.32  -4.46
C  1.29  -2.85  -5.23
Ca  -1.11  -0.14  -0.31
C  0.06  -2.00  -3.29
H  7.60  -4.36  -2.17
C  -1.87  3.59  1.84
H  1.83  -0.07  3.92
C  1.14  -1.93  -4.20
C  6.62  -2.51  -2.62
C  4.44  -3.56  -1.26
H  -6.11  3.64  -0.01
H  -1.00  0.13  4.49
C  -1.02  2.57  -1.63
C  6.27  0.46  4.61
C  3.44  -2.85  2.97
C  -0.46  3.47  2.44
C  -2.84  3.03  2.89
H  -0.06  2.46  2.33
H  -4.79  3.98  1.10
H  2.10  -2.77  -5.94
H  0.23  4.16  1.96
H  2.35  -4.07  -1.14
C  -0.26  3.05  -2.85
H  5.41  -0.77  -2.91
H  -5.01  2.51  -2.29
C  -4.51  -3.00  -0.31
H  -5.60  -3.97  -1.88
C  5.61  -4.30  -1.39
H  4.65  -4.06  1.63
H  -4.82  0.23  0.49
H  5.67  -5.29  -0.97
H  -4.80  0.81  -1.82
C  -4.88  1.24  0.88
H  -5.92  1.42  1.17
C  0.36  -3.86  -5.30
H  -4.56  -2.53  -3.65
H  -4.95  -1.89  5.34
C  3.89  1.47  3.61
C  -3.28  -1.71  1.40
H  3.48  -1.70  -1.68
H  -4.95  -3.55  0.51
N  3.00  -3.27  0.65
C  4.07  -3.13  1.61
H  2.97  1.87  3.22
H  -0.37  0.29  2.86
H  -6.23  1.70  -1.31
H  5.21  -1.36  4.92
C  -2.15  5.09  1.66
H  3.42  -5.13  -0.20
H  -2.85  -0.86  -2.96
H  1.61  2.35  -1.92
H  -1.65  -3.15  -2.64
C  1.28  -0.34  -2.71
H  -2.63  1.98  3.08
N  -1.07  -0.04  3.50
S  0.50  -2.79  -0.06
N  -3.01  -1.11  3.98
H  0.19  2.44  -4.88
N  2.69  -1.62  2.87
H  2.75  -0.54  -4.21
H  2.62  -1.31  4.91
H  7.07  2.42  4.29

Values from the calculation:
* total charge: +1
* spin multiplicity: 1
* calculated total energy: -3963.47389 a.u.

This record from OMol25 describes a cluster of 5 separate species, C27H32N5O2 in total at a distorted geometry. The level of theory is ωB97M-V with the def2-TZVPD basis set.

Geometry (Å):
C  1.98  -1.09  4.01
C  -0.47  1.50  1.64
N  -0.32  1.60  0.31
H  -2.13  -0.85  4.72
C  0.99  -0.98  -4.64
C  -2.04  3.66  -6.05
C  -1.83  2.56  3.48
C  -0.28  -4.31  3.41
C  0.43  0.70  -0.49
C  3.16  1.06  4.25
O  0.59  -5.36  1.34
N  -1.20  2.44  2.06
H  -0.92  2.92  -1.19
H  1.07  -0.21  -5.58
H  -1.86  4.44  -6.65
H  0.77  -0.21  0.00
H  0.85  -3.31  -1.64
C  1.93  -1.87  -2.49
C  -1.92  1.57  -4.32
H  -2.95  2.30  3.53
N  -1.34  2.66  -3.95
H  -3.26  2.21  -7.19
C  2.50  -0.15  4.83
H  2.80  -1.90  -1.91
H  -1.73  3.65  3.81
H  2.43  1.48  -0.10
C  0.78  -2.59  -2.36
C  -1.58  3.33  1.05
H  -1.80  0.76  -3.69
H  1.67  -1.60  1.90
C  -1.53  -2.05  3.26
H  -0.62  4.60  -4.56
H  0.00  -5.18  4.07
H  -0.08  0.29  -1.40
H  3.47  1.77  4.91
H  -2.12  4.07  1.14
C  -0.30  -2.47  -3.28
H  1.13  -5.75  2.04
C  -0.55  -3.32  1.21
H  -0.99  -3.00  -3.17
C  2.09  -0.99  2.59
H  -0.22  0.85  2.36
H  -1.50  2.05  4.37
C  -1.34  3.75  -4.83
C  -1.00  2.77  0.02
H  1.70  -1.93  4.55
O  -2.13  -1.03  3.83
H  3.53  1.91  2.19
H  -1.16  -3.18  5.21
C  1.76  1.38  -0.99
H  2.86  -0.34  -3.69
H  2.51  0.75  -1.59
C  -1.26  -2.27  1.95
H  -3.28  0.45  -5.50
N  -0.14  -1.65  -4.43
H  2.40  -0.01  5.97
C  -1.06  -3.24  4.11
H  -0.53  -3.40  0.09
C  2.10  -1.04  -3.64
C  -2.82  2.56  -6.30
C  3.08  1.12  2.89
H  -1.56  -1.46  1.19
C  -2.78  1.58  -5.40
N  2.70  0.07  2.05
C  -0.11  -4.33  2.07
H  1.46  2.27  -1.37

Values from the calculation:
* total charge: +1
* spin multiplicity: 1
* calculated total energy: -1471.72957 a.u.
* relative energy (zero: lowest compared OMol25 entry of this formula, charge and spin): 1.182 eV

no.,lowest unoccupied orbital energy (eV)
1,-1.6
2,-0.4
3,-3.5
4,-2.2